# 1
Below is a 3-piece molecular cluster, C33H68BN4O10 overall, with properties calculated with wB97M-V/def2-TZVPD.

Summary:
Calculated total energy: -2294.1763 Eh
Orbital gap: 6.87 eV
Charge: +1
Strongest force on any atom: 3.2 eV/A
LUMO energy: -0.1425 hartree

Last column: Mulliken charge in e.
Atoms and positions in Å:
C (-4.998, -1.638, 4.846)  -1.102
C (-3.719, -2.268, 5.443)  -0.525
C (-2.698, -2.808, 4.391)  -0.661
C (-2.652, -2.011, 3.058)  -0.474
C (-1.188, -1.825, 2.515)  -0.778
N (-0.952, -0.443, 2.023)  1.378
N (-0.364, 0.329, 2.917)  -1.214
C (-0.168, 1.534, 2.461)  0.392
C (0.482, 2.466, 3.505)  -0.551
C (1.647, 1.662, 4.189)  -1.136
C (2.671, 1.141, 3.134)  0.268
C (2.750, -0.419, 3.235)  -0.430
N (3.124, -0.967, 1.900)  -0.378
C (-0.468, 2.052, 1.176)  0.898
C (-0.158, 3.492, 0.784)  -1.541
C (1.374, 3.809, 0.583)  -0.058
N (1.571, 5.267, 0.743)  -0.719
C (-1.098, 1.168, 0.260)  0.537
C (-1.465, 1.587, -1.136)  -1.105
C (-0.473, 1.100, -2.249)  -0.414
C (1.027, 1.241, -1.892)  0.899
O (1.685, 2.001, -2.921)  -0.232
C (2.937, 1.424, -3.159)  0.706
C (4.132, 1.685, -2.246)  -0.803
O (3.046, 0.698, -4.082)  -0.503
C (-1.332, -0.127, 0.807)  0.979
C (-2.030, -1.152, -0.070)  -1.375
B (-0.987, -1.994, -0.969)  0.514
O (-1.269, -2.187, -2.290)  -0.627
O (0.175, -2.578, -0.452)  -0.428
H (-5.455, -2.248, 4.050)  0.282
H (-5.728, -1.408, 5.636)  0.383
H (-4.752, -0.664, 4.382)  0.303
H (-4.045, -3.139, 6.040)  0.333
H (-3.224, -1.581, 6.149)  0.277
H (-1.718, -2.877, 4.890)  0.386
H (-3.017, -3.837, 4.149)  0.384
H (-3.046, -0.986, 3.178)  0.171
H (-3.312, -2.509, 2.333)  0.446
H (-0.899, -2.585, 1.780)  -0.241
H (-0.551, -2.015, 3.390)  0.543
H (-0.252, 2.677, 4.297)  0.411
H (0.945, 3.349, 3.062)  0.169
H (1.277, 0.887, 4.871)  0.463
H (2.173, 2.412, 4.807)  0.443
H (3.689, 1.516, 3.329)  0.624
H (2.422, 1.419, 2.096)  -0.639
H (3.516, -0.675, 3.990)  0.372
H (1.783, -0.850, 3.540)  -0.035
H (3.562, -0.223, 1.367)  0.142
H (3.790, -1.725, 2.015)  0.269
H (-0.521, 4.129, 1.610)  0.624
H (-0.679, 3.836, -0.117)  0.236
H (1.717, 3.571, -0.434)  0.282
H (2.008, 3.309, 1.328)  0.088
H (1.600, 5.537, 1.723)  0.327
H (0.747, 5.712, 0.342)  0.249
H (-2.458, 1.209, -1.433)  0.568
H (-1.545, 2.677, -1.249)  -0.027
H (-0.718, 0.099, -2.635)  0.424
H (-0.645, 1.775, -3.107)  0.109
H (1.176, 1.752, -0.927)  -1.253
H (1.476, 0.235, -1.806)  0.415
H (4.891, 0.937, -2.520)  0.369
H (3.920, 1.523, -1.177)  0.111
H (4.596, 2.667, -2.417)  0.308
H (-2.723, -1.811, 0.468)  0.187
H (-2.651, -0.608, -0.800)  0.183
H (-0.612, -2.820, -2.632)  0.284
H (0.774, -1.886, -0.123)  0.228
C (-2.490, 9.152, -5.617)  -0.802
O (-1.646, 8.125, -5.134)  -0.259
C (-1.189, 8.371, -3.815)  -0.771
C (-0.907, 7.066, -3.096)  -0.128
O (-2.082, 6.397, -2.640)  -0.476
C (-2.896, 5.779, -3.632)  -0.531
C (-2.283, 4.527, -4.228)  0.502
O (-1.278, 4.853, -5.172)  -0.344
C (-0.299, 3.843, -5.272)  -0.531
H (-1.941, 10.096, -5.702)  0.332
H (-2.846, 8.858, -6.602)  0.237
H (-3.357, 9.280, -4.960)  0.344
H (-1.931, 8.944, -3.247)  0.365
H (-0.262, 8.954, -3.884)  0.419
H (-0.344, 7.304, -2.189)  0.338
H (-0.282, 6.403, -3.695)  0.141
H (-3.189, 6.490, -4.405)  0.162
H (-3.810, 5.484, -3.110)  0.476
H (-3.058, 3.952, -4.751)  0.501
H (-1.862, 3.916, -3.417)  -0.556
H (0.166, 3.662, -4.295)  0.097
H (0.475, 4.178, -5.960)  0.362
H (-0.734, 2.912, -5.654)  0.325
C (2.832, -10.342, 1.655)  -0.790
O (2.834, -9.040, 1.105)  -0.260
C (3.114, -9.037, -0.287)  -0.603
C (2.467, -7.843, -0.961)  -0.262
O (1.066, -7.994, -1.173)  -0.473
C (0.227, -7.913, -0.029)  -0.545
C (0.095, -6.512, 0.536)  -0.288
O (1.247, -6.157, 1.287)  -0.356
C (1.470, -4.768, 1.301)  -0.323
H (3.828, -10.793, 1.587)  0.329
H (2.548, -10.263, 2.703)  0.233
H (2.098, -10.975, 1.145)  0.343
H (2.752, -9.958, -0.757)  0.363
H (4.203, -8.976, -0.409)  0.405
H (2.897, -7.755, -1.961)  0.420
H (2.689, -6.914, -0.435)  0.057
H (0.530, -8.627, 0.738)  0.185
H (-0.762, -8.223, -0.376)  0.440
H (-0.770, -6.470, 1.213)  0.400
H (-0.057, -5.805, -0.289)  0.159
H (1.576, -4.381, 0.285)  0.232
H (2.399, -4.576, 1.838)  0.358
H (0.651, -4.248, 1.814)  0.060

# 2
Below is a 6-piece molecular cluster, C33H69BN7O10P2S overall, with properties calculated with wB97M-V/def2-TZVPD.

Summary:
Calculated total energy: -3540.1149 Eh
Orbital gap: 8.61 eV
Charge: +1
Strongest force on any atom: 2.5 eV/A
LUMO energy: -0.0733 hartree

Last column: Mulliken charge in e.
Atoms and positions in Å:
C (1.861, -0.161, 0.955)  -0.317
O (2.575, 0.671, 0.022)  -0.517
B (2.299, 0.397, -1.261)  0.664
O (2.200, -0.907, -1.709)  -0.189
C (2.111, 1.691, -2.186)  -1.147
N (2.647, 1.697, -3.604)  1.506
C (3.248, 0.448, -4.163)  0.087
C (4.676, 0.139, -3.670)  -1.178
C (5.399, 1.285, -2.967)  -0.389
N (5.774, 2.374, -3.900)  -0.766
C (1.431, 2.063, -4.451)  -0.488
P (1.539, 3.734, -5.256)  0.292
O (0.391, 4.608, -4.936)  -0.643
C (0.188, 1.970, -3.573)  -0.257
C (-0.404, 0.562, -3.475)  0.530
C (-1.351, 0.261, -4.636)  0.451
C (-2.798, 0.587, -4.257)  -1.726
O (-1.334, -1.103, -4.998)  -0.496
C (-0.079, -1.571, -5.439)  -0.562
C (0.520, -2.569, -4.475)  0.926
C (1.591, -3.376, -4.861)  -0.543
C (2.133, -4.306, -3.975)  -0.689
C (1.623, -4.430, -2.684)  -0.613
C (0.546, -3.639, -2.287)  -0.377
C (-0.001, -2.722, -3.188)  -0.732
C (0.760, 2.464, -2.249)  0.085
O (1.200, 3.786, -2.312)  -0.366
P (-0.294, 2.293, -0.694)  0.201
S (0.424, 3.261, 0.834)  -0.402
H (2.466, -1.020, 1.233)  0.472
H (1.633, 0.398, 1.853)  0.252
H (0.929, -0.514, 0.516)  -0.188
H (1.310, -1.257, -1.843)  -0.036
H (2.741, 2.420, -1.673)  -0.144
H (3.224, 2.538, -3.690)  0.280
H (3.292, 0.597, -5.239)  1.009
H (2.561, -0.374, -4.010)  -0.849
H (4.600, -0.697, -2.981)  0.409
H (5.264, -0.169, -4.529)  0.517
H (6.299, 0.857, -2.540)  0.437
H (4.790, 1.680, -2.156)  0.131
H (5.403, 3.251, -3.546)  0.483
H (5.338, 2.205, -4.800)  0.290
H (1.226, 1.387, -5.282)  0.473
H (1.684, 3.482, -6.630)  0.173
H (2.751, 4.276, -4.765)  0.022
H (-0.570, 2.634, -3.988)  1.076
H (-0.904, 0.472, -2.516)  0.134
H (0.421, -0.147, -3.439)  -1.520
H (-1.112, 0.898, -5.496)  0.474
H (-3.091, 1.581, -4.578)  0.357
H (-2.975, 0.462, -3.194)  0.361
H (-3.445, -0.120, -4.767)  0.472
H (0.602, -0.715, -5.512)  -0.123
H (-0.145, -2.004, -6.434)  0.625
H (2.001, -3.268, -5.856)  0.475
H (2.949, -4.947, -4.268)  0.403
H (2.044, -5.132, -1.983)  0.453
H (0.136, -3.720, -1.293)  0.620
H (-0.846, -2.133, -2.866)  0.477
H (0.512, 4.417, -2.569)  0.586
H (-1.505, 2.893, -1.090)  0.192
H (-0.561, 0.932, -0.432)  0.013
C (-1.511, -0.677, 1.871)  0.088
O (-1.003, -1.001, 0.793)  -0.871
N (-1.924, -1.522, 2.801)  0.340
C (-2.511, -1.079, 4.058)  -0.795
C (-1.796, -2.952, 2.576)  -1.103
H (-1.660, 0.379, 2.148)  0.393
H (-1.896, -1.463, 4.877)  0.195
H (-3.528, -1.467, 4.142)  0.358
H (-2.541, 0.009, 4.097)  0.330
H (-0.751, -3.218, 2.421)  0.301
H (-2.361, -3.239, 1.687)  0.368
H (-2.181, -3.485, 3.440)  0.338
C (4.023, 5.316, -1.706)  0.055
O (4.375, 4.284, -2.281)  -0.650
N (4.346, 5.642, -0.461)  0.139
C (3.876, 6.866, 0.164)  -0.956
C (5.197, 4.738, 0.302)  -0.913
H (3.375, 6.056, -2.198)  0.280
H (4.725, 7.485, 0.457)  0.370
H (3.287, 6.627, 1.050)  0.353
H (3.255, 7.425, -0.532)  0.302
H (6.153, 4.608, -0.206)  0.322
H (4.719, 3.761, 0.387)  0.214
H (5.364, 5.147, 1.293)  0.395
C (-3.736, -5.622, 5.691)  0.114
O (-4.063, -4.574, 6.215)  -0.611
N (-4.459, -6.276, 4.765)  0.134
C (-4.012, -7.520, 4.172)  -0.931
C (-5.734, -5.708, 4.352)  -0.902
H (-2.787, -6.130, 5.939)  0.302
H (-3.910, -7.407, 3.090)  0.331
H (-4.732, -8.316, 4.375)  0.345
H (-3.048, -7.805, 4.588)  0.297
H (-5.584, -4.712, 3.933)  0.260
H (-6.399, -5.617, 5.210)  0.287
H (-6.192, -6.351, 3.604)  0.379
C (-6.687, 0.282, 2.331)  0.087
O (-6.683, -0.905, 2.075)  -0.586
N (-5.893, 1.191, 1.727)  0.183
C (-5.923, 2.599, 2.067)  -0.893
C (-4.981, 0.720, 0.701)  -0.889
H (-7.349, 0.722, 3.096)  0.300
H (-6.192, 3.194, 1.193)  0.316
H (-4.944, 2.923, 2.426)  0.316
H (-6.658, 2.776, 2.850)  0.308
H (-5.540, 0.248, -0.107)  0.334
H (-4.305, -0.024, 1.128)  0.148
H (-4.405, 1.555, 0.308)  0.393
C (-0.202, -1.636, 6.924)  0.150
O (-0.088, -1.766, 5.714)  -0.699
N (0.516, -0.783, 7.666)  0.130
C (0.337, -0.670, 9.102)  -0.931
C (1.506, 0.054, 7.007)  -0.921
H (-0.924, -2.226, 7.510)  0.298
H (0.039, 0.347, 9.365)  0.352
H (1.269, -0.909, 9.617)  0.349
H (-0.436, -1.359, 9.436)  0.297
H (1.026, 0.680, 6.255)  0.274
H (2.248, -0.569, 6.506)  0.289
H (1.997, 0.683, 7.743)  0.385